(1)
66
Properties=species:S:1:pos:R:3:forces:R:3 method="wB97M-V/def2-TZVPD" homo_ha=-0.392 charge=0 relative_energy_kcal_mol=20.1 total_energy_ev=-45762.875 gap_ev=10.72
O 1.4734 -4.1860 -2.0224 -0.3 -0.8 -0.3
H 1.4821 -4.9203 -2.6681 0.3 0.9 0.4
H 1.9893 -3.4240 -2.3281 -0.3 -0.2 -0.1
O 1.0378 -4.1155 1.3244 0.1 0.0 -0.2
H 1.7994 -3.7173 1.7330 0.6 0.3 0.2
H 0.7780 -3.5132 0.6088 0.1 -0.1 0.1
O -1.8333 -0.6822 -2.9782 0.4 0.0 -0.1
H -0.9715 -0.3604 -3.3335 -0.9 -0.7 0.3
H -1.8564 -1.6592 -2.9716 0.4 0.8 0.0
O -0.9642 -3.2694 -0.6455 -0.6 -0.3 0.7
H -1.2521 -3.8426 0.1202 0.1 0.4 -0.4
H -0.4712 -3.8734 -1.2111 0.4 0.1 -0.2
O -1.1443 0.0341 3.7858 0.2 0.2 0.1
H -1.3226 0.7482 3.1729 0.1 1.0 -0.1
H -1.6478 -0.6644 3.3655 -0.4 -1.0 0.1
O 3.6256 -1.8992 1.7655 0.2 0.5 0.1
H 4.3183 -1.2238 1.6825 -0.2 -0.4 0.0
H 2.9411 -1.4319 2.2755 -0.1 -0.2 0.0
O -1.4082 -4.6674 1.7002 -0.6 0.4 0.9
H -0.5250 -4.5580 2.0892 0.5 -0.3 -0.7
H -1.9022 -4.1007 2.3140 -0.5 -0.1 -0.3
O -3.9642 -1.4859 0.1028 0.5 1.0 0.4
H -3.6551 -0.5289 0.0395 -0.4 -1.5 -0.3
H -3.3793 -1.9764 -0.4950 -0.1 0.1 0.3
O 4.4533 3.9225 2.1138 -1.0 -0.8 -0.8
H 5.2020 3.8140 1.5448 0.5 -0.3 -0.8
H 4.8057 4.4234 2.8132 0.4 1.1 1.6
O -0.5194 2.8286 -4.3946 0.7 0.0 -0.9
H -1.3811 2.9223 -3.9886 -0.6 0.4 0.1
H -0.4200 3.3748 -5.1940 -0.5 -0.3 0.7
O 2.5088 1.7878 1.9956 -2.6 -1.6 -1.2
H 3.0976 2.4743 2.1702 1.8 2.0 0.5
H 1.7916 2.1656 1.4322 0.7 -0.3 0.2
O -1.8073 2.3444 1.8194 -0.3 -0.1 0.6
H -2.5976 1.8503 1.5618 0.3 0.3 -0.3
H -1.3020 2.6200 1.0402 -0.1 -0.8 -0.2
O -1.2408 5.3283 1.2739 -0.1 -0.7 -0.5
H -0.8231 4.4519 1.0889 -0.7 1.2 0.3
H -2.2051 5.2348 1.1314 1.0 -0.2 0.2
O -2.9865 -1.9732 2.9785 -0.8 0.1 -0.1
H -3.4776 -1.7571 2.1543 0.3 -0.3 0.1
H -3.6652 -1.9464 3.6810 0.5 0.0 -0.4
O -2.5037 3.1203 -2.2712 0.3 0.1 -0.6
H -3.0641 2.4628 -1.8519 -0.2 -0.3 0.2
H -2.6524 3.9348 -1.7998 0.0 0.4 0.2
O 0.2343 2.0438 -0.2003 -0.3 -1.0 0.0
H 0.3191 1.0506 -0.2149 0.0 1.0 0.2
H 0.5012 2.3325 -1.1145 0.3 -0.1 0.3
O 2.4319 -1.6290 -1.4927 1.2 -0.5 -1.9
H 3.2502 -2.1254 -1.2913 -1.0 0.7 0.7
H 1.8403 -1.4338 -0.7659 -0.2 -0.1 1.4
O 1.3630 2.5904 -2.5649 0.6 -1.5 0.0
H 1.5697 1.6795 -2.9636 -0.1 1.6 0.6
H 0.6719 2.9200 -3.1479 -0.2 0.1 -0.4
O -2.9862 0.8232 -0.8210 1.1 0.0 -0.4
H -2.0961 1.1052 -0.5370 -0.2 0.2 0.2
H -2.6981 0.2909 -1.6001 -0.4 -0.1 0.0
O 1.9670 0.1493 -3.6266 -0.9 -1.1 1.3
H 1.9475 -0.5503 -2.9045 0.4 0.9 -0.8
H 2.6856 -0.1080 -4.1873 0.6 -0.1 -0.5
O 0.5246 -0.8546 0.3530 0.0 0.4 -0.6
H 0.7641 -0.6821 1.3077 -0.4 -0.5 -0.1
H -0.2725 -1.3980 0.2447 0.3 -0.1 0.3
O 1.3125 -0.4545 2.8279 1.1 0.2 -0.8
H 0.5706 -0.2166 3.3885 -0.9 -0.1 0.5
H 1.7385 0.4005 2.5855 0.1 -0.2 0.4



(2)
102
Properties=species:S:1:pos:R:3:forces:R:3 method="wB97M-V/def2-TZVPD" homo_ha=-0.076 charge=-2 relative_energy_kcal_mol=226.0 total_energy_ev=-97090.088 gap_ev=2.91
O -24.8590 14.8936 -15.1157 1.3 -1.0 0.2
V -23.4424 14.2409 -14.8932 0.0 0.6 0.6
O -23.6260 12.7755 -14.3316 -0.1 1.6 -0.6
N -18.0449 14.8271 -15.2267 -2.0 -1.2 -0.6
O -19.2124 14.3803 -15.1363 -1.1 -0.7 0.0
O -17.3145 14.3321 -16.0978 1.1 0.4 0.1
O -17.7458 15.7152 -14.4528 1.8 1.4 0.7
N -21.7869 14.0216 -19.7464 3.8 -3.9 -2.5
O -22.4027 14.1304 -18.7304 -3.5 1.3 3.1
O -22.1727 13.3642 -20.7376 -2.9 0.2 -1.0
O -20.5807 14.2092 -19.7685 2.2 2.4 0.6
Cl -22.1640 17.1672 -12.7051 -0.7 -1.1 -0.6
C -27.4835 11.0236 -17.5638 -0.7 -0.3 3.2
C -27.8666 10.0651 -16.2935 1.1 -0.8 -1.1
C -26.5784 9.2115 -16.0559 -1.0 0.0 -0.4
C -26.6415 8.4089 -14.7777 0.3 -0.5 -0.4
C -27.0141 9.1749 -13.5589 1.6 0.6 0.7
C -28.2044 10.1036 -13.7450 -1.2 -1.3 3.2
N -28.0713 10.7572 -15.0204 1.0 1.5 -0.4
O -28.9526 11.8482 -15.1807 -0.8 -0.3 0.1
C -29.5722 9.2457 -13.5974 0.9 0.9 -0.7
C -28.1423 11.1127 -12.4688 0.2 1.2 -1.8
C -29.0828 9.1558 -16.7320 0.2 0.8 -0.1
H -26.6968 11.7231 -17.2810 0.3 -0.2 0.1
H -28.3510 11.6696 -17.6992 -0.1 -0.4 -1.0
H -27.1098 10.3474 -18.3327 -0.6 0.4 -0.3
H -26.3884 8.5159 -16.8733 -0.5 -0.1 -0.3
H -25.6707 9.8137 -16.0950 -0.2 0.5 0.4
H -25.6219 8.0249 -14.7427 -0.2 -0.6 0.7
H -27.3840 7.6109 -14.7695 0.2 -0.5 -0.9
H -26.1362 9.7285 -13.2258 0.0 0.7 -0.3
H -27.0846 8.4874 -12.7160 -0.9 -0.1 0.1
H -29.5674 8.4332 -14.3240 -0.1 0.2 -0.1
H -29.7815 8.7649 -12.6418 0.5 0.4 0.3
H -30.3713 9.9542 -13.8152 -0.3 -0.2 -0.1
H -28.7212 12.0081 -12.6954 -0.4 -0.1 -0.1
H -28.4137 10.8523 -11.4458 -0.4 -1.1 -0.4
H -27.1512 11.5487 -12.3435 0.4 -0.3 -0.4
H -30.0222 9.4754 -16.2808 0.2 0.1 0.3
H -28.9315 8.1034 -16.4916 0.1 0.0 -0.1
H -29.2782 9.2830 -17.7968 0.3 -0.3 -0.2
H -28.3704 12.5968 -15.3293 0.1 0.1 0.1
C -26.4560 18.7151 -22.1030 -0.8 -0.1 -0.5
C -27.5529 17.5498 -22.1959 0.1 -0.6 -0.2
C -27.6360 16.8584 -20.8920 0.0 -1.3 2.0
C -28.4171 17.5362 -19.7569 1.5 0.1 -1.0
C -29.8236 17.8491 -20.2202 1.3 -0.1 0.1
C -29.7277 18.7140 -21.5379 -3.2 -2.2 -0.3
N -28.9051 17.9896 -22.5221 -0.3 -1.9 2.9
O -28.9598 18.5804 -23.7140 0.2 1.4 -2.2
C -31.1885 18.6625 -22.1530 -0.2 -0.2 0.3
C -29.3667 20.1347 -21.3092 1.2 0.2 0.2
C -27.1722 16.4495 -23.2304 1.7 0.9 -0.2
H -26.8394 19.5921 -22.6246 0.2 0.2 -0.3
H -26.2372 19.0983 -21.1063 -0.4 -0.4 0.3
H -25.4782 18.4779 -22.5223 -0.2 -0.3 -0.2
H -28.0980 15.8731 -20.9544 -0.2 -0.1 -0.7
H -26.6280 16.6053 -20.5634 0.2 0.2 0.1
H -28.3122 16.8274 -18.9354 -0.4 0.4 0.4
H -27.8742 18.4566 -19.5420 -0.1 0.2 0.6
H -30.3177 18.2848 -19.3518 -0.5 0.7 -0.5
H -30.2965 16.8792 -20.3744 -0.3 0.1 -0.5
H -31.6540 17.6781 -22.1049 0.4 -0.3 0.4
H -31.3077 18.8904 -23.2123 0.6 0.5 0.1
H -31.8560 19.3057 -21.5796 0.0 0.2 0.0
H -28.3415 20.1258 -20.9391 0.0 0.5 0.4
H -30.0428 20.5906 -20.5859 0.1 0.2 -0.2
H -29.3396 20.6504 -22.2691 -0.3 0.4 0.1
H -27.4659 16.7494 -24.2363 0.2 -0.1 0.0
H -26.0870 16.4124 -23.1347 0.3 0.2 -0.7
H -27.3621 15.3864 -23.0825 -1.2 0.3 0.6
H -28.3512 19.3118 -23.5865 0.2 0.8 -0.9
C -14.5897 8.7401 -17.4596 0.7 0.0 -0.8
C -15.8279 7.9640 -17.0097 -0.5 -0.3 1.2
C -15.9507 8.1609 -15.4482 -1.0 0.4 -0.7
C -17.3503 7.7603 -14.9058 0.5 0.5 -1.1
C -18.4479 8.5707 -15.6566 1.5 -0.7 1.1
C -18.3934 8.4831 -17.1976 0.9 -2.7 1.5
N -16.9631 8.6491 -17.6940 -1.5 2.1 6.0
O -16.9014 8.7181 -19.0013 0.5 -0.7 -2.8
C -18.8220 7.0590 -17.5998 -1.4 0.0 -0.2
C -19.3459 9.5285 -17.6201 -0.1 2.6 -0.7
C -15.7314 6.4351 -17.4189 0.9 0.9 -0.7
H -13.6333 8.6382 -16.9469 0.0 -1.4 0.3
H -14.6153 9.8252 -17.3592 -1.2 0.1 -0.3
H -14.4710 8.4655 -18.5078 0.5 0.4 -0.1
H -15.1086 7.7966 -14.8598 0.0 -0.9 -0.4
H -15.7825 9.2297 -15.3162 -0.6 0.3 0.0
H -17.4229 7.9205 -13.8301 0.0 0.1 0.0
H -17.5634 6.7052 -15.0776 0.3 -0.2 0.1
H -18.3573 9.5989 -15.3064 -0.2 0.2 -0.3
H -19.3773 8.1448 -15.2784 -0.4 0.3 -0.4
H -18.4840 6.2399 -16.9652 0.6 0.2 -0.3
H -19.9036 6.9337 -17.5492 -0.3 0.4 0.1
H -18.6521 6.9123 -18.6665 0.5 -0.4 0.0
H -18.7917 10.4437 -17.4121 0.3 0.5 -0.9
H -19.7889 9.5576 -18.6156 0.6 -0.3 -0.2
H -20.1680 9.8169 -16.9650 -0.3 -1.3 0.5
H -15.8827 6.3334 -18.4936 -0.3 0.2 -0.4
H -16.3916 5.6809 -16.9906 0.1 0.4 0.5
H -14.6812 6.1471 -17.3723 0.0 -0.3 0.6
H -16.9211 7.7787 -19.1978 -0.1 -0.5 -1.6